[1]
The following is a quantum chemistry calculation of one molecule with the formula C4H7N3O, from OMol25.

Summary:
structure (SMILES)	[H]/N=c1/[nH]c(N)c(C)o1
relative energy (zero: lowest compared OMol25 entry of this formula, charge and spin)	113.2	kcal/mol
total energy	-395.968071	hartree
frontier orbital gap	8.404	eV

Positions of all 15 atoms, in Å:
H (-1.581, 2.226, -0.555)
H (-1.048, -1.839, 1.206)
C (-0.158, 0.820, -0.287)
H (-2.418, -0.731, 0.589)
N (1.246, 1.144, -0.238)
H (-2.042, 0.766, 0.054)
O (0.940, -0.967, -0.249)
C (-0.322, -0.503, -0.476)
N (-1.185, 1.665, 0.303)
H (1.438, 2.056, -0.005)
N (3.137, -0.082, 0.305)
H (-1.804, -1.995, -0.726)
C (-1.435, -1.452, 0.126)
H (3.322, -1.175, 0.074)
C (1.911, 0.068, -0.121)


[2]
The following is a quantum chemistry calculation of one molecule with the formula C4H7N3O, from OMol25.

Summary:
structure (SMILES)	[H]/N=c1/[nH]cc(NC)o1
relative energy (zero: lowest compared OMol25 entry of this formula, charge and spin)	79.0	kcal/mol
total energy	-396.022440	hartree
frontier orbital gap	8.198	eV

Positions of all 15 atoms, in Å:
H (2.632, 0.471, 1.168)
H (3.474, -0.688, -0.385)
C (-2.090, -0.246, 0.025)
N (1.309, -0.908, 0.071)
O (-1.031, -1.082, -0.075)
H (-2.149, 1.733, 0.575)
N (-3.321, -0.527, 0.017)
H (0.484, 1.816, -0.393)
C (2.436, 0.004, 0.034)
H (1.397, -1.797, -0.362)
N (-1.597, 1.055, -0.110)
C (-0.248, 0.971, -0.020)
H (-3.581, -1.515, 0.130)
H (2.109, 1.004, -0.664)
C (0.176, -0.290, -0.012)


[3]
The following is a quantum chemistry calculation of one molecule with the formula C4H7N3O, from OMol25.

Summary:
structure (SMILES)	[H]/N=C(\N)NC(=C)C=O
relative energy (zero: lowest compared OMol25 entry of this formula, charge and spin)	34.6	kcal/mol
total energy	-396.093249	hartree
frontier orbital gap	9.118	eV

Positions of all 15 atoms, in Å:
C (1.477, -0.052, -0.041)
C (-0.977, 1.841, -0.026)
N (2.476, -1.134, 0.033)
N (0.167, -0.358, -0.164)
H (2.390, -1.595, 0.984)
C (-0.952, 0.506, -0.022)
H (2.391, -1.837, -0.725)
H (2.828, 1.187, 0.071)
O (-2.245, -1.461, -0.002)
H (-0.051, -1.361, -0.178)
H (-3.110, 0.253, 0.223)
H (-1.987, 2.310, -0.053)
N (1.836, 1.194, 0.079)
C (-2.175, -0.230, 0.123)
H (-0.097, 2.423, -0.143)


[4]
The following is a quantum chemistry calculation of C4H7N3O as an isolated structure, from OMol25.

Summary:
relative energy (zero: lowest compared OMol25 entry of this formula, charge and spin)	316.9	kcal/mol
total energy	-395.643362	hartree
frontier orbital gap	6.971	eV

Positions of all 15 atoms, in Å:
N (-0.158, 0.920, -0.740)
H (-0.995, 1.640, -1.783)
C (1.128, -0.821, -0.470)
O (-1.305, -0.993, -0.821)
H (0.501, 2.546, 0.744)
H (-1.037, 0.583, 0.627)
H (2.320, -1.570, 0.390)
H (-1.929, -1.525, 1.366)
N (-0.029, -0.408, -1.208)
H (2.518, 0.470, 0.749)
C (-1.831, -0.432, 0.555)
C (0.831, 1.433, -0.099)
N (1.371, -2.080, -0.142)
C (1.743, 0.273, 0.016)
H (-3.128, -0.036, 0.816)


[5]
The following is a quantum chemistry calculation of one molecule with the formula C4H7N3O, from OMol25.

Summary:
structure (SMILES)	C=C/N=C\NNC=O
relative energy (zero: lowest compared OMol25 entry of this formula, charge and spin)	60.9	kcal/mol
total energy	-396.051343	hartree
frontier orbital gap	9.742	eV

Positions of all 15 atoms, in Å:
N (-0.160, 0.227, -2.000)
H (0.228, -0.790, -0.306)
N (0.309, 0.128, -0.711)
C (-1.503, -0.120, -2.201)
H (0.406, -0.317, -2.672)
C (0.196, -0.108, 2.044)
O (-2.274, -0.398, -1.311)
C (1.430, -0.626, 2.259)
H (-0.775, -0.645, 2.215)
H (1.443, -1.607, 2.745)
H (-0.148, 2.157, -0.350)
N (0.095, 1.214, 1.431)
H (-1.700, -0.126, -3.293)
H (2.401, -0.217, 2.002)
C (0.052, 1.228, 0.150)


[6]
The following is a quantum chemistry calculation of C4H7N3O as an isolated structure, from OMol25.

Summary:
relative energy (zero: lowest compared OMol25 entry of this formula, charge and spin)	116.2	kcal/mol
total energy	-395.963239	hartree
frontier orbital gap	9.317	eV

Positions of all 15 atoms, in Å:
C (-1.178, 1.990, -1.511)
H (-1.341, 3.184, -1.657)
H (0.646, -3.089, 0.774)
H (-2.084, 1.502, -1.142)
N (0.078, -2.547, 1.445)
H (-0.070, -2.897, 2.483)
N (0.053, 1.461, -0.998)
H (0.675, 1.575, -3.148)
C (-0.134, 1.068, -2.493)
O (0.191, -0.299, 2.136)
N (0.486, -0.793, -0.080)
C (0.240, 0.520, 0.157)
C (0.468, -1.188, 1.251)
H (0.205, 0.963, 1.224)
H (-0.268, -0.024, -2.614)


[7]
The following is a quantum chemistry calculation of one molecule with the formula C4H7N3O, from OMol25.

Summary:
structure (SMILES)	[H]/N=C(/N)NC(=C)C=O
relative energy (zero: lowest compared OMol25 entry of this formula, charge and spin)	55.8	kcal/mol
total energy	-396.059520	hartree
frontier orbital gap	8.888	eV

Positions of all 15 atoms, in Å:
C (-2.305, -0.376, 0.189)
C (1.413, -0.245, 0.138)
H (-3.107, 0.302, 0.791)
C (-1.003, 1.571, -0.419)
H (-0.130, 2.023, -0.873)
N (1.685, 0.856, 0.707)
O (-2.290, -1.582, 0.218)
H (0.880, 1.289, 1.065)
H (2.075, -1.815, -0.853)
H (3.241, -1.258, 0.386)
C (-1.014, 0.213, -0.178)
H (-0.198, -1.665, -0.006)
N (2.458, -1.072, -0.320)
H (-1.776, 2.380, -0.564)
N (0.071, -0.619, -0.280)


[8]
The following is a quantum chemistry calculation of one molecule with the formula C4H7N3O, from OMol25.

Summary:
structure (SMILES)	[H]/N=C/N(C)/C=N/C=O
relative energy (zero: lowest compared OMol25 entry of this formula, charge and spin)	53.9	kcal/mol
total energy	-396.062438	hartree
frontier orbital gap	9.621	eV

Positions of all 15 atoms, in Å:
H (-0.364, 2.057, 1.029)
C (0.644, -0.279, -0.271)
O (2.934, -1.354, 0.363)
H (0.932, -1.322, -0.682)
C (-0.864, 1.645, 0.189)
C (-1.786, -0.739, 0.117)
N (-1.634, -2.017, 0.028)
N (-0.640, 0.152, 0.002)
H (-1.885, 1.791, 0.188)
H (-2.540, -2.397, -0.104)
C (2.826, -0.134, -0.058)
N (1.656, 0.476, -0.031)
H (3.850, 0.410, -0.312)
H (-2.754, -0.338, 0.242)
H (-0.374, 2.050, -0.699)